1.
Molecular formula: C31H84N10O15
Method: DFT, ωB97M-V/def2-TZVPD

For the total energy, the calculation gives -79118.89606 eV. As for the structure (SMILES): COCCNCCOC.COCCNCCOC.COCCNCCOC.COCCNCCOC.NC(N)=O.NC(N)=O.NC(N)=O.OCCO.OCCO. As for the HOMO energy: -8.01 eV. As for the LUMO energy: 0.31 eV. The energy above the lowest of the compared OMol25 structures with the same formula, charge and spin is 0.0000 eV. Its gap between HOMO and LUMO is 8.314 eV. The maximum force comes out at 2.81 eV/A.

Geometry (Å):
1 C -0.296 5.333 -6.522
2 O -0.877 4.936 -5.302
3 C -2.267 5.161 -5.232
4 C -2.854 4.856 -3.850
5 N -2.898 3.458 -3.546
6 C -3.460 3.149 -2.197
7 C -3.488 1.623 -2.032
8 O -3.997 0.994 -3.196
9 C -3.516 -0.340 -3.272
10 H -0.578 6.359 -6.755
11 H -0.652 4.652 -7.294
12 H 0.761 5.164 -6.334
13 H -2.686 4.576 -6.051
14 H -2.504 6.189 -5.485
15 H -3.842 5.314 -3.711
16 H -2.280 5.347 -3.066
17 H -3.357 2.904 -4.259
18 H -4.472 3.599 -2.160
19 H -2.870 3.577 -1.393
20 H -4.144 1.446 -1.173
21 H -2.501 1.203 -1.785
22 H -4.132 -1.029 -2.691
23 H -2.451 -0.435 -3.020
24 H -3.680 -0.750 -4.278
25 C -0.341 1.485 8.041
26 O -0.440 0.494 6.982
27 C -1.497 -0.415 7.215
28 C -1.592 -1.293 5.960
29 N -0.468 -2.117 5.858
30 C -0.398 -3.126 4.818
31 C 1.013 -3.786 4.706
32 O 2.123 -2.920 4.599
33 C 2.096 -2.160 3.439
34 H -1.289 2.029 8.172
35 H 0.543 2.088 7.822
36 H -0.116 0.915 8.952
37 H -2.383 0.217 7.390
38 H -1.310 -0.982 8.117
39 H -1.751 -0.579 5.103
40 H -2.457 -1.974 5.991
41 H 0.382 -1.611 6.066
42 H -0.610 -2.657 3.833
43 H -1.198 -3.896 4.931
44 H 0.940 -4.598 3.981
45 H 1.238 -4.371 5.574
46 H 1.715 -2.706 2.548
47 H 3.129 -1.990 3.119
48 H 1.697 -1.139 3.495
49 C 4.397 -3.006 -0.677
50 O 3.829 -2.230 -1.735
51 C 3.594 -0.880 -1.386
52 C 3.316 -0.085 -2.657
53 N 4.557 0.010 -3.424
54 C 4.414 0.807 -4.612
55 C 5.744 1.075 -5.329
56 O 6.372 -0.179 -5.785
57 C 7.302 -0.685 -4.850
58 H 3.687 -3.232 0.148
59 H 5.370 -2.672 -0.279
60 H 4.710 -3.967 -1.091
61 H 4.468 -0.452 -0.874
62 H 2.696 -0.813 -0.754
63 H 3.072 0.906 -2.274
64 H 2.475 -0.569 -3.158
65 H 5.012 -0.878 -3.550
66 H 3.950 1.769 -4.313
67 H 3.637 0.359 -5.273
68 H 6.463 1.601 -4.690
69 H 5.546 1.783 -6.143
70 H 6.896 -1.526 -4.289
71 H 7.560 0.141 -4.165
72 H 8.213 -0.978 -5.382
73 C 2.677 1.831 0.844
74 O 2.017 1.436 2.002
75 C 1.079 2.321 2.484
76 C 0.465 1.750 3.714
77 N -0.669 2.473 4.207
78 C -0.331 3.707 4.874
79 C -1.553 4.433 5.477
80 O -2.355 4.997 4.507
81 C -3.636 5.455 4.814
82 H 3.127 2.837 0.924
83 H 1.896 1.969 0.084
84 H 3.459 1.111 0.596
85 H 0.320 2.565 1.749
86 H 1.584 3.267 2.733
87 H 1.246 1.618 4.442
88 H 0.107 0.750 3.395
89 H -1.153 1.835 4.824
90 H 0.145 4.407 4.170
91 H 0.342 3.548 5.699
92 H -1.194 5.229 6.159
93 H -2.041 3.645 6.057
94 H -4.191 5.624 3.869
95 H -3.591 6.440 5.258
96 H -4.332 4.762 5.319
97 N 1.634 -5.822 0.680
98 C 0.486 -6.078 1.463
99 N -0.452 -5.035 1.513
100 O 0.440 -7.112 2.101
101 H 2.272 -6.589 0.646
102 H 1.782 -5.064 0.029
103 H -0.160 -4.124 1.208
104 H -0.982 -5.002 2.362
105 N -3.756 -3.650 1.290
106 C -3.639 -2.357 1.654
107 N -4.147 -1.311 0.864
108 O -3.017 -1.992 2.655
109 H -3.154 -4.311 1.725
110 H -4.160 -3.937 0.426
111 H -4.822 -1.469 0.160
112 H -3.962 -0.395 1.217
113 N -0.141 1.507 -3.682
114 C -0.033 0.942 -4.946
115 N -0.275 1.868 -6.012
116 O 0.207 -0.245 -5.180
117 H -0.328 0.826 -2.958
118 H -0.758 2.326 -3.553
119 H -0.294 2.838 -5.736
120 H -0.001 1.632 -6.953
121 O -2.545 -4.937 -1.966
122 C -2.660 -3.853 -2.983
123 C -1.278 -3.626 -3.685
124 O -0.251 -3.280 -2.772
125 H -2.444 -5.740 -2.500
126 H -3.494 -4.002 -3.703
127 H -2.842 -2.957 -2.353
128 H -1.309 -2.830 -4.423
129 H -1.132 -4.534 -4.276
130 H -0.451 -3.735 -1.938
131 O 0.929 -2.715 -0.030
132 C 0.214 -1.542 0.432
133 C -0.803 -1.054 -0.548
134 O -0.208 -0.688 -1.746
135 H 1.212 -2.515 -0.926
136 H -0.281 -1.749 1.380
137 H 0.944 -0.723 0.577
138 H -1.328 -0.148 -0.200
139 H -1.546 -1.876 -0.718
140 H -0.155 -1.444 -2.361

---

2.
Molecular formula: C25H54NO7P
Method: DFT, ωB97M-V/def2-TZVPD

For the total energy, the calculation gives -51908.53871 eV. As for the structure (SMILES): CCCCCCCCCCCP(C)OC#N.COCCOCCOC.COCCOCCOC. As for the HOMO energy: -9.01 eV. As for the LUMO energy: 0.74 eV. The energy above the lowest of the compared OMol25 structures with the same formula, charge and spin is 4.1223 eV. Its gap between HOMO and LUMO is 9.750 eV. The maximum force comes out at 0.47 eV/A.

Geometry (Å):
1 C 4.376 1.365 2.660
2 C 4.027 -0.001 3.244
3 C 2.509 -0.261 3.299
4 C 2.069 -1.426 2.409
5 C 0.590 -1.421 2.036
6 C -0.405 -1.282 3.203
7 C -1.630 -2.217 3.111
8 C -2.939 -1.455 3.311
9 C -4.174 -2.349 3.267
10 C -5.518 -1.680 3.654
11 C -5.520 -0.138 3.641
12 P -7.203 0.524 3.393
13 C -6.800 2.291 3.209
14 O -7.333 0.036 1.708
15 C -7.201 0.883 0.761
16 N -7.083 1.647 -0.091
17 H 5.456 1.509 2.589
18 H 3.953 1.484 1.659
19 H 3.980 2.161 3.294
20 H 4.448 -0.067 4.250
21 H 4.507 -0.786 2.654
22 H 1.965 0.639 2.991
23 H 2.212 -0.459 4.331
24 H 2.650 -1.378 1.484
25 H 2.333 -2.376 2.886
26 H 0.431 -0.573 1.359
27 H 0.361 -2.317 1.453
28 H 0.099 -1.432 4.160
29 H -0.785 -0.257 3.205
30 H -1.650 -2.700 2.131
31 H -1.559 -3.014 3.857
32 H -2.891 -0.910 4.259
33 H -3.000 -0.711 2.510
34 H -4.262 -2.764 2.260
35 H -4.004 -3.199 3.934
36 H -5.819 -2.014 4.648
37 H -6.288 -2.043 2.970
38 H -5.217 0.256 4.618
39 H -4.856 0.267 2.879
40 H -5.859 2.474 2.693
41 H -7.608 2.831 2.718
42 H -6.723 2.663 4.236
43 C -4.980 3.115 -2.048
44 O -3.580 2.929 -2.095
45 C -2.949 3.340 -0.902
46 C -1.525 2.833 -0.837
47 O -1.421 1.467 -0.467
48 C -1.681 0.519 -1.494
49 C -0.544 0.372 -2.480
50 O -0.557 1.414 -3.440
51 C 0.676 1.519 -4.120
52 H -5.238 4.171 -1.905
53 H -5.384 2.781 -3.002
54 H -5.439 2.532 -1.243
55 H -3.503 2.962 -0.032
56 H -2.937 4.439 -0.847
57 H -1.019 3.383 -0.040
58 H -1.007 3.030 -1.778
59 H -2.621 0.745 -2.001
60 H -1.785 -0.438 -0.977
61 H -0.631 -0.597 -2.992
62 H 0.404 0.379 -1.925
63 H 1.484 1.780 -3.426
64 H 0.577 2.305 -4.867
65 H 0.942 0.578 -4.615
66 C 5.653 -3.439 -5.608
67 O 5.524 -2.290 -4.805
68 C 4.665 -1.327 -5.383
69 C 4.285 -0.270 -4.372
70 O 3.276 -0.679 -3.465
71 C 3.676 -1.523 -2.399
72 C 4.368 -0.794 -1.270
73 O 5.714 -0.513 -1.595
74 C 6.297 0.392 -0.686
75 H 6.070 -3.196 -6.593
76 H 6.331 -4.120 -5.097
77 H 4.686 -3.936 -5.750
78 H 3.753 -1.809 -5.758
79 H 5.170 -0.841 -6.231
80 H 3.850 0.568 -4.921
81 H 5.173 0.086 -3.844
82 H 4.298 -2.346 -2.758
83 H 2.747 -1.938 -2.000
84 H 4.330 -1.422 -0.369
85 H 3.827 0.139 -1.060
86 H 5.772 1.355 -0.692
87 H 7.329 0.546 -0.994
88 H 6.286 -0.004 0.337